Entry 1:
The following is a DFT calculation (wB97M-V/def2-TZVPD) of a molecular structure, C61H49Br2FGeN5OS2Sr.

The geometry in XYZ format:
```
123
Properties=species:S:1:pos:R:3:forces:R:3:mulliken_spin:R:1
Sr 0.1388 -0.2534 -0.1823 0.3513 -0.2310 -0.4031 -0.289
Br -0.3498 1.2160 -5.2792 0.0067 -0.0007 -0.0028 0.000
Br 0.0402 6.7005 -3.9860 0.0006 -0.0111 0.0076 0.000
Ge -2.8210 0.6611 1.2388 -0.3407 -0.0180 0.1318 0.683
S -0.4804 -0.2379 2.6825 -0.1422 0.1139 0.4110 0.278
S -0.1823 -3.0614 0.9145 -0.0203 0.0697 -0.0100 0.028
F -0.4685 -1.9649 -2.0298 0.0139 0.0226 -0.1108 -0.004
O -0.2573 0.9348 -2.2411 -0.1042 0.0395 -0.1591 0.034
N 0.0951 2.8174 -0.3370 -0.0359 -0.0666 0.1008 -0.032
N -2.6231 -6.5181 5.3143 0.0068 -0.0053 -0.0326 0.014
N 2.3365 0.5513 1.0632 0.0559 0.2109 -0.0118 -0.013
N -3.2788 -3.0340 7.3448 0.0041 0.0313 -0.0156 -0.009
N 2.1018 -1.1586 -1.6240 0.0245 -0.0990 -0.0408 0.002
C -2.2669 -5.5076 4.8925 0.0000 0.0174 0.0637 -0.001
C 4.9766 2.8564 4.3403 0.0246 0.0082 0.0030 0.001
C -5.0116 1.0353 -3.0131 -0.0089 0.0007 -0.0089 0.029
C -2.7309 -3.0424 6.3311 0.0216 -0.0526 0.0161 0.003
C 0.0301 4.5719 -2.0225 0.0274 -0.0824 0.0279 -0.004
C 1.8037 -1.8813 -2.7234 0.0348 0.0828 -0.0715 0.000
C 6.2285 3.0179 3.7604 -0.0122 -0.0034 -0.0056 0.000
C -3.7459 -2.0203 1.9303 -0.0296 -0.0307 -0.0620 0.061
C -0.1742 2.1359 -2.6099 0.0598 0.0857 -0.0157 0.000
C -1.8240 -4.2482 4.3666 -0.0076 0.0316 0.0117 0.021
C 2.7168 -2.3071 -3.7235 -0.0234 -0.0199 0.0457 0.000
C 4.2603 -1.6841 -0.6275 -0.0413 0.0272 0.0349 -0.004
C -5.2156 -2.6302 3.7359 -0.0111 0.0093 0.0044 0.002
C 2.3121 -3.0172 -4.8451 -0.0287 -0.0159 -0.0097 0.000
C -1.6060 -1.8611 4.5171 0.0508 0.0193 -0.0287 0.016
C 5.4759 1.8978 1.7695 -0.0057 -0.0245 -0.0371 0.000
C 3.7114 -2.7690 1.5761 -0.0144 0.0023 -0.0126 -0.007
C -2.9697 2.3979 2.1744 0.1553 0.0001 -0.0044 0.050
C -0.8022 -3.0005 2.5194 0.0817 -0.0473 0.1138 0.051
C 6.4765 2.5393 2.4806 0.0075 0.0089 0.0224 0.000
C 3.9672 2.2170 3.6413 -0.0234 -0.0051 -0.0052 0.001
C 3.6617 -2.8991 0.0533 0.0320 -0.0038 0.0059 0.010
C 4.2235 1.7424 2.3564 -0.0117 0.0351 0.0721 -0.013
C -3.8736 -0.6669 2.2440 -0.0490 0.1125 0.0346 0.031
C 4.3331 -4.1926 -0.4121 -0.0178 0.0232 0.0112 0.000
C 3.4601 -0.8594 -1.4488 0.0340 -0.0419 0.0916 -0.004
C -2.0459 -3.0516 5.0749 -0.0096 -0.0325 0.0282 -0.007
C -1.2056 -4.2044 3.1318 -0.0093 0.0214 -0.0157 -0.007
C 0.1358 5.5243 -0.9837 -0.0044 0.0184 0.0261 0.001
C 3.2578 2.6465 -2.4320 -0.0258 -0.0339 -0.0204 0.000
C 0.4721 -2.2864 -2.9773 0.0204 -0.0146 -0.0147 0.000
C 5.3892 0.5515 -1.8375 0.0236 0.0193 0.0104 0.000
C -2.6152 3.7387 4.1690 -0.0448 -0.0092 0.0168 -0.008
C 3.2158 1.1972 -2.9241 -0.0164 0.0483 -0.0011 0.000
C 0.9840 -3.3622 -5.0470 0.0464 0.0120 -0.0136 0.000
C -0.9776 -1.8010 3.2711 -0.0076 -0.1088 0.0490 -0.025
C -2.6154 2.5109 3.5224 -0.0668 -0.0649 0.0049 0.042
C 0.2161 5.1066 0.3083 0.0148 0.0476 -0.0233 -0.002
C 4.0390 0.2824 -2.0406 0.0369 -0.0675 -0.0607 0.001
C -2.9465 4.8940 3.4720 -0.0001 0.0106 0.0125 0.022
C -0.1361 3.8949 -4.3387 0.0000 0.0127 -0.0051 0.000
C -4.6977 -0.3188 3.3149 0.0203 0.0154 -0.0545 -0.024
C -0.0132 3.2119 -1.6357 -0.0294 0.0342 -0.0364 0.025
C -3.2871 4.8053 2.1293 0.0028 0.0136 -0.0035 -0.011
C -0.0287 4.8839 -3.3992 -0.0062 0.0333 -0.0342 0.001
C 0.0555 -2.9842 -4.0749 -0.0384 0.0057 0.0306 0.000
C -4.9070 0.0905 -0.7997 -0.0039 -0.0144 0.0134 0.039
C -5.5091 0.1685 -2.0491 -0.0012 0.0116 -0.0012 -0.015
C 3.6590 1.1174 -4.3862 0.0086 -0.0176 -0.0284 0.000
C -3.3155 1.7434 -1.4689 -0.0056 -0.0020 0.0046 0.000
C 5.6004 -1.3700 -0.4310 -0.0162 0.0084 0.0241 0.000
C -3.3029 3.5700 1.4929 -0.0236 -0.0171 -0.0005 0.002
C -3.9111 1.8279 -2.7187 0.0184 0.0224 -0.0056 -0.022
C 0.3561 3.2880 2.0327 0.0093 0.0226 -0.0135 0.013
C -4.4130 -2.9928 2.6633 -0.0318 0.0014 -0.0433 0.000
C 3.1742 1.0855 1.6327 0.0581 -0.0686 -0.0390 0.008
C 0.2127 3.7234 0.6056 -0.0099 -0.0451 -0.0047 0.006
C -0.2081 2.5583 -3.9508 -0.0288 -0.0605 0.0094 0.001
C -5.3601 -1.2883 4.0580 -0.0010 -0.0179 0.0186 -0.005
C -3.8000 0.8818 -0.4842 0.0004 -0.0650 0.0022 0.021
C 6.1772 -0.2660 -1.0406 0.0150 -0.0040 -0.0405 0.000
H -3.5405 5.7001 1.5723 0.0027 -0.0041 -0.0034 0.000
H -2.9341 5.8559 3.9714 -0.0022 0.0032 -0.0044 0.003
H 0.2819 5.8192 1.1216 0.0081 -0.0011 -0.0018 0.001
H -3.0871 -2.3290 1.1231 -0.0206 0.0122 -0.0023 -0.022
H 1.3493 3.5579 2.4058 0.0040 -0.0068 0.0080 0.001
H 3.7629 -2.0524 -3.6023 -0.0115 -0.0272 0.0036 0.000
H 3.0594 -3.3025 -5.5784 0.0020 -0.0017 -0.0017 0.000
H 3.8520 -5.0559 0.0537 -0.0012 0.0008 -0.0016 0.000
H 7.0159 3.5174 4.3110 -0.0007 0.0026 0.0003 0.000
H 7.2307 -0.0480 -0.9000 0.0036 0.0058 0.0021 0.000
H -6.3643 -0.4587 -2.2745 0.0003 -0.0026 0.0052 0.000
H -2.4415 2.3463 -1.2626 0.0681 0.0292 -0.0150 0.018
H 0.2239 2.2143 2.1349 0.0091 -0.0009 0.0015 -0.015
H 3.2096 -3.6188 2.0428 0.0030 -0.0070 0.0065 0.000
H -1.0565 -5.1255 2.5840 0.0032 0.0056 -0.0122 -0.001
H 2.8826 2.7244 -1.4091 0.0124 0.0037 0.0316 0.000
H -1.7709 -0.9387 5.0585 -0.0048 0.0110 -0.0145 0.001
H -3.4937 2.4903 -3.4688 -0.0001 -0.0035 0.0056 0.000
H 5.3941 -4.2101 -0.1426 0.0032 -0.0040 -0.0020 0.000
H -0.9963 -3.2277 -4.1603 -0.0003 0.0015 0.0013 0.000
H -4.2772 -4.0381 2.4126 -0.0120 0.0021 0.0015 0.000
H 3.0145 1.7410 -5.0113 -0.0016 -0.0039 0.0066 0.000
H 2.1857 0.8442 -2.8696 -0.0496 0.0111 0.0114 0.000
H -3.5780 3.5224 0.4457 -0.0048 0.0051 0.0018 0.002
H 7.4544 2.6636 2.0340 -0.0003 -0.0035 -0.0058 0.000
H 0.6695 -3.9087 -5.9262 -0.0008 -0.0031 0.0011 0.000
H 3.5967 0.0920 -4.7548 0.0007 0.0551 0.0022 0.000
H 6.2069 -2.0080 0.2045 -0.0022 -0.0044 -0.0019 0.000
H 0.1476 6.5781 -1.2300 0.0019 -0.0004 0.0061 0.000
H 2.9851 2.0760 4.0737 0.0036 -0.0035 0.0044 0.002
H 4.2766 3.0462 -2.4543 -0.0035 -0.0080 0.0063 0.000
H 3.1924 -1.8658 1.9008 0.0023 -0.0296 0.0148 0.008
H -5.2999 -0.5996 -0.0614 -0.0010 -0.0082 -0.0029 0.009
H 4.7872 3.2271 5.3390 -0.0029 -0.0020 0.0018 0.000
H 4.6906 1.4661 -4.5016 0.0135 0.0089 -0.0054 0.000
H -2.3036 1.6230 4.0602 -0.0189 -0.0105 0.0160 0.010
H -5.7062 -3.3906 4.3318 -0.0071 0.0007 -0.0044 0.000
H -5.4691 1.0814 -3.9943 -0.0011 0.0003 0.0013 0.003
H 4.7434 -2.7302 1.9413 0.0044 0.0026 -0.0017 0.000
H 4.2538 -4.3003 -1.4952 0.0071 -0.0014 -0.0136 0.000
H 2.6369 3.2819 -3.0686 -0.0202 0.0130 0.0086 0.000
H 5.8359 1.4147 -2.3221 -0.0103 0.0069 0.0130 0.000
H -5.9775 -0.9967 4.8997 -0.0005 -0.0003 0.0024 0.000
H 5.6480 1.5042 0.7756 -0.0035 0.0070 -0.0060 0.000
H 2.6108 -2.9425 -0.2299 -0.0121 0.0029 -0.0055 -0.004
H -0.1696 4.1432 -5.3909 -0.0013 -0.0011 -0.0005 0.000
H -4.8259 0.7246 3.5789 0.0323 0.0420 0.0246 0.000
H -0.3846 3.7873 2.6611 0.0473 -0.0009 -0.0395 0.000
H -2.3407 3.7958 5.2162 0.0027 -0.0025 0.0030 0.000
```
Positions in Å, forces in eV/Å.

The calculation puts the total energy at -10855.10608 a.u. The spin multiplicity is 2. Its HOMO energy (alpha / beta) is -0.0611 / -0.0819 Ha. For the energy above the lowest of the compared OMol25 structures with the same formula, charge and spin, the calculation gives 0.000 eV. The HOMO-LUMO gap (alpha / beta) comes out at 5.13 / 5.69 eV. Its total charge is -2. As for the expectation value of S²: 0.759.



Entry 2:
The following is a DFT calculation (wB97M-V/def2-TZVPD) of a molecular structure, C61H51Cl2N4O4P2RhS.

The geometry in XYZ format:
```
126
Properties=species:S:1:pos:R:3:forces:R:3:lowdin_charge:R:1
Rh 0.1342 1.1878 -0.3037 -0.5703 2.2414 1.9808 0.948
Cl -1.2251 -5.9212 -2.7812 -0.0964 -0.1112 0.2088 0.750
Cl 3.0986 -5.2872 0.4667 -0.0721 -0.0339 0.0036 0.712
S 2.9897 0.6894 -1.2837 -0.3690 -0.0685 -0.4253 0.584
P 0.3654 1.5366 1.9719 0.2827 0.4862 -0.9483 1.020
P -2.5792 0.6551 -1.3883 0.1899 0.3019 0.0154 0.804
O 1.8935 -0.2501 -1.4111 0.6425 -0.2929 -0.2694 -0.353
O 3.7210 1.0350 -2.4756 0.2233 0.2868 0.0719 -0.289
O 0.9887 -2.3491 -0.0397 -0.4348 0.1541 0.0651 -0.010
O -0.4641 -0.7125 0.5387 -0.2479 0.2497 -0.4983 -0.199
N 2.2981 1.9229 -0.5409 0.6728 -0.6692 -0.0824 -0.198
N 0.2559 3.5154 -0.7464 0.3290 -0.8204 -0.0738 0.066
N -1.7399 1.7675 -0.6169 -0.7812 -1.6638 0.0284 -0.354
N 0.2507 -4.9786 -0.1579 -0.1987 -0.0523 -0.0483 0.084
C 0.2604 -0.3515 -4.0226 0.0055 0.0164 0.0554 -0.073
C -3.5061 2.7509 -2.9848 -0.0787 -0.0575 -0.0677 -0.072
C -3.3871 1.6850 3.4891 0.0989 0.0032 0.0275 -0.063
C -0.8158 4.2561 -0.8378 -0.1714 0.3397 0.1718 -0.151
C 1.0823 -7.2246 -3.0344 -0.0159 -0.0291 -0.0377 -0.119
C 1.4824 4.0892 -0.9215 -0.2144 0.0832 0.0071 -0.164
C -4.4387 0.5838 -3.4727 -0.0173 0.0871 -0.0013 -0.069
C -5.0830 2.4958 -4.7840 0.0179 -0.0245 0.0093 -0.087
C -6.1761 -1.0400 0.9158 -0.0189 0.0289 0.0175 -0.078
C 0.0046 -1.9174 0.5612 0.6060 0.1687 -0.0675 -0.602
C 3.5382 4.7912 2.6643 -0.0412 -0.0230 -0.0261 -0.073
C 4.0093 5.1687 -1.2727 0.0314 -0.1900 0.0050 -0.067
C -2.2962 1.4701 2.6576 -0.0881 -0.0438 0.0638 -0.084
C -4.2503 3.3033 -4.0234 0.0174 -0.0386 0.0324 -0.079
C -0.9177 2.7885 4.1335 -0.0259 -0.0346 0.0248 -0.082
C 3.0183 -6.8856 -1.6800 0.0637 -0.0290 -0.0328 -0.116
C 4.1351 0.0175 -0.1226 0.0174 -0.0008 0.2337 -0.265
C -1.0603 2.0219 2.9769 -0.1581 -0.0564 -0.2282 -0.326
C 1.2537 4.1665 2.2448 0.0571 -0.0259 0.0260 -0.109
C -0.4188 -2.4557 -3.0790 0.0588 -0.0661 -0.0283 -0.066
C 6.6873 -1.1654 3.1223 -0.0468 0.0359 -0.1185 -0.051
C -3.5974 1.3916 -2.7073 -0.0285 0.2475 0.0412 -0.278
C -0.6713 0.2975 -3.2273 -0.1019 -0.2090 -0.0406 -0.111
C 0.3895 -1.7294 -3.9424 -0.0343 -0.0031 0.0405 -0.059
C -4.5884 0.6968 0.4182 -0.0282 -0.0995 -0.0371 -0.110
C 0.9547 0.0945 2.8857 0.0643 -0.1500 -0.1324 -0.176
C 2.6131 3.2388 -0.8231 -0.1872 -0.3482 0.1664 -0.278
C 4.5317 -1.3347 1.8124 0.0231 -0.0132 0.0321 -0.038
C -1.3693 -1.8178 -2.2946 0.0807 0.1145 -0.0088 -0.072
C -3.2485 2.4588 4.6324 -0.0074 0.0197 -0.0064 -0.075
C 2.9379 2.4657 2.5197 -0.0052 -0.0462 0.0309 -0.079
C -1.5445 -3.9899 1.0894 -0.0688 0.1929 -0.0036 -0.149
C -1.7790 -6.2562 0.2956 -0.0258 -0.1152 -0.1487 -0.067
C 0.4522 6.2329 -1.2802 0.0646 0.1285 -0.0475 -0.008
C -1.4992 -0.4320 -2.3578 0.0554 -0.1536 -0.0363 -0.295
C -1.0338 -5.0802 0.3633 0.3702 -0.1651 -0.0554 -0.214
C 0.3576 -6.3672 -2.2158 -0.0087 -0.0496 -0.2493 -0.570
C 0.9079 -5.8009 -1.0628 0.1478 -0.0399 0.3044 -0.276
C -5.7208 0.2621 1.0887 0.0048 -0.0075 -0.0396 -0.087
C 2.9301 5.9980 -1.3701 -0.0481 0.0169 -0.0043 -0.049
C 6.2298 0.1647 1.0297 0.0100 -0.0241 0.0181 -0.041
C -0.6572 -2.8588 1.5759 -0.2491 0.0973 -0.0681 -0.038
C 2.2830 -6.0504 -0.8657 -0.0642 -0.0619 0.1089 -0.567
C 3.8585 3.7919 -0.9953 0.1784 0.0872 -0.0188 -0.009
C 1.6324 5.4609 -1.1967 -0.0855 0.0791 0.0622 -0.162
C 5.4138 0.5559 -0.0179 -0.0129 -0.0824 -0.0085 -0.056
C -0.7624 5.6386 -1.1074 0.0629 -0.0080 0.0342 -0.039
C 2.2162 5.1490 2.4331 0.0046 -0.0384 -0.0003 -0.069
C -3.8971 -0.1658 -0.4377 -0.0256 -0.2574 -0.0465 -0.273
C -2.0152 3.0097 4.9533 0.0360 -0.0166 -0.0003 -0.076
C -3.6589 -5.1718 1.3241 0.0638 -0.0009 0.0036 -0.104
C 5.7943 -0.7698 1.9721 -0.0046 0.0132 0.0636 -0.272
C 3.8989 3.4505 2.7006 -0.0269 -0.0246 0.0112 -0.066
C -3.0876 -6.2976 0.7492 0.0181 0.0826 0.0016 -0.093
C -2.8623 -4.0486 1.5208 -0.1005 -0.0082 0.0948 -0.058
C -5.4947 -1.9002 0.0710 0.0759 -0.0194 -0.0281 -0.080
C -4.3605 -1.4672 -0.6077 -0.0342 -0.0219 0.0079 -0.080
C 2.4069 -7.5040 -2.7603 -0.0150 0.0156 -0.0254 -0.087
C -5.1786 1.1349 -4.5075 0.0419 0.0177 0.0292 -0.076
C 1.6059 2.8180 2.3032 0.0579 0.0250 -0.1266 -0.358
C 3.6949 -0.9487 0.7706 0.0685 -0.0813 -0.1280 -0.063
H -4.2294 1.7133 0.5404 -0.0258 -0.0194 0.0016 0.103
H 1.9357 6.1943 2.3913 -0.0066 -0.0276 -0.0051 0.109
H 5.0072 5.5663 -1.4142 -0.0138 -0.0245 0.0243 0.106
H -7.0674 -1.3787 1.4317 0.0503 0.0196 -0.0133 0.104
H -2.8448 3.3640 -2.3855 -0.0227 -0.0144 -0.0681 0.075
H -1.9697 -2.4090 -1.6147 0.1018 0.0241 0.0375 0.089
H 2.9696 -8.1717 -3.4010 -0.0377 0.0431 0.0429 0.106
H -4.1012 2.6313 5.2787 0.0331 -0.0155 -0.0229 0.105
H 4.0631 -7.0582 -1.4552 -0.0550 0.0416 -0.0131 0.104
H -5.8449 -2.9139 -0.0701 0.0118 -0.0342 0.0044 0.104
H -1.3158 -7.1506 -0.1040 -0.0604 0.0679 -0.1288 0.106
H 4.9317 3.1667 2.8664 -0.0499 0.0052 -0.0168 0.106
H -3.6557 -7.2159 0.6571 0.0283 0.0305 0.0077 0.102
H -5.6552 2.9229 -5.5994 0.0122 -0.0180 0.0485 0.102
H -3.8606 -2.1554 -1.2772 -0.0583 0.0644 0.0436 0.091
H -1.2267 -2.2617 2.2856 -0.0851 -0.0183 0.0324 0.106
H -2.3910 0.8727 1.7602 0.0154 0.0141 -0.0037 0.066
H 0.0445 3.2059 4.4006 -0.0175 0.0035 -0.0028 0.105
H -4.3408 1.2386 3.2477 -0.0360 -0.0097 -0.0327 0.087
H -3.2583 -3.1984 2.0660 -0.0293 0.0019 -0.0297 0.110
H 7.2255 0.5878 1.1184 -0.0323 -0.0295 -0.0028 0.115
H 1.1386 -2.2387 -4.5357 -0.0186 0.0087 0.0101 0.111
H 4.2888 5.5585 2.8098 -0.0194 -0.0191 -0.0239 0.106
H 0.5311 7.2957 -1.4852 -0.0053 -0.0440 -0.0040 0.119
H 6.1697 -1.8304 3.8122 0.0023 -0.0029 -0.0027 0.073
H -4.1761 4.3619 -4.2429 0.0095 -0.0358 0.0243 0.102
H -0.2990 -3.5299 -2.9965 -0.0095 0.1780 -0.0284 0.050
H 4.7335 3.1626 -0.9208 -0.0041 0.0268 -0.0285 0.094
H 0.1513 -0.6365 2.8931 0.0120 0.0308 0.1101 0.039
H -1.9012 3.6031 5.8518 -0.0042 0.0064 -0.0261 0.105
H 2.7256 -1.4166 0.6045 0.1532 0.1138 0.0649 0.085
H -6.2600 0.9430 1.7366 0.0061 -0.0026 -0.0098 0.103
H 0.1920 -3.3069 2.1031 -0.0472 -0.0037 0.1098 0.137
H 4.1964 -2.0919 2.5167 0.0209 0.0444 -0.0693 0.115
H -1.6827 6.2044 -1.1773 0.0233 -0.0448 0.0388 0.105
H 7.0181 -0.2862 3.6784 -0.0079 -0.0161 -0.0020 0.079
H 1.8292 -0.3488 2.4111 -0.0173 0.0361 0.0296 0.035
H 0.5960 -7.6372 -3.9085 0.0107 0.0025 0.0354 0.101
H -5.8299 0.5062 -5.1028 0.0341 0.0125 0.0238 0.104
H 1.1860 0.4163 3.9012 0.0267 -0.0102 0.0147 0.074
H 3.2348 1.4208 2.5353 0.0090 0.1118 -0.0318 0.096
H 0.2224 4.4472 2.0599 0.0299 0.0185 -0.0176 0.112
H 5.7731 1.2481 -0.7706 -0.0628 0.0086 0.0733 0.105
H 3.0490 7.0540 -1.5833 -0.0262 -0.0412 0.0093 0.109
H -0.7753 1.3747 -3.2900 0.0035 0.0329 -0.0024 0.103
H -4.5123 -0.4782 -3.2601 -0.0084 0.0569 -0.0312 0.107
H -1.7522 3.7328 -0.6697 0.1228 0.0113 -0.0237 0.058
H 7.5814 -1.6787 2.7637 -0.0070 -0.0050 0.0009 0.082
H -4.6862 -5.1882 1.6673 0.0464 0.0294 0.0106 0.095
H 0.9075 0.2226 -4.6757 -0.0456 -0.0279 0.0492 0.114
H 0.7427 -4.1128 0.0585 0.1168 0.1750 -0.0905 0.066
```
Positions in Å, forces in eV/Å.

The calculation puts the total energy at -4986.96558 a.u. Its HOMO energy is -0.2689 Ha. The HOMO-LUMO gap comes out at 6.71 eV.